--- a ---
43
Properties=species:S:1:pos:R:3 method="wB97M-V/def2-TZVPD" homo_energy_ev=-8.354 orbital_gap_ev=8.664 charge=0
C 4.7898 -4.9754 -0.5590
C 3.5881 -4.1775 -0.1618
C 3.1134 -3.1511 -0.9719
C 1.9913 -2.4312 -0.6188
C 1.3091 -2.7216 0.5631
C 1.7815 -3.7484 1.3801
C 2.9057 -4.4621 1.0164
H 3.2618 -5.2556 1.6575
H 1.2756 -3.9951 2.3021
C 0.1316 -1.9537 0.8998
N -0.3748 -0.9704 0.1723
C -1.4643 -0.5708 0.8675
N -1.6564 -1.2425 1.9859
N -0.6381 -2.1181 1.9989
H -0.5508 -2.7702 2.7609
S -2.4992 0.7292 0.3697
C -1.9297 0.9396 -1.3804
C -3.0070 0.4469 -2.3299
H -3.2586 -0.5884 -2.1127
H -3.8970 1.0635 -2.2345
H -2.6490 0.5214 -3.3546
C -1.6476 2.4221 -1.5964
O -2.4048 3.1175 -2.2461
N -0.5137 2.9227 -1.0533
C 0.4334 2.2633 -0.1819
H 1.4403 2.4509 -0.5751
C 0.3297 2.8768 1.2215
O 0.5586 4.2663 1.1836
C -0.3667 4.9099 0.3345
H -1.3884 4.7716 0.7192
C -0.2883 4.3562 -1.0915
H 0.7049 4.5486 -1.5105
H -1.0530 4.8062 -1.7248
H -0.1117 5.9704 0.3532
H -0.6681 2.6676 1.6360
H 1.0919 2.4585 1.8811
H 0.2732 1.1892 -0.1339
H -1.0276 0.3348 -1.4679
H 1.6219 -1.6361 -1.2468
H 3.6316 -2.9162 -1.8902
H 4.4795 -5.8486 -1.1341
H 5.4603 -4.3859 -1.1794
H 5.3310 -5.3263 0.3165

=====

--- b ---
43
Properties=species:S:1:pos:R:3 method="wB97M-V/def2-TZVPD" homo_energy_ev=-7.331 orbital_gap_ev=7.703 charge=0
C -0.1435 -4.2771 0.0641
H -0.3086 -3.9411 0.9802
O 0.4928 -3.1559 -0.8448
C 1.6403 -2.7981 -0.4477
C 1.5719 -1.9797 0.6323
N 1.0032 -0.5865 0.4797
C -0.3367 -0.2313 0.5948
N -0.3719 1.1811 -0.0174
N 0.8276 1.6449 -0.2052
C 1.7767 0.5996 0.0621
C 3.1114 1.0450 -0.0264
C 3.9853 -0.0490 -0.4890
C 5.4535 0.0146 -0.5738
N 5.9179 1.4991 -0.1973
C 5.0123 2.3427 -0.0611
C 3.5921 2.1039 0.3011
H 3.0108 2.7661 0.4730
H 5.4035 3.2893 0.3130
H 6.2783 -0.4403 -0.7832
H 3.7550 -1.1048 -0.5025
S -1.6020 -1.1527 0.7806
C -3.0643 0.0154 0.5162
C -2.7837 0.4083 -1.0497
O -2.0853 -0.2337 -1.6647
C -3.7181 1.5487 -1.8174
H -3.3068 1.7295 -2.5734
H -4.6949 0.7365 -1.6805
C -3.7559 2.7121 -0.6325
C -4.2678 2.0213 0.8961
C -3.0816 1.0682 1.3746
H -3.3584 0.8507 2.2498
H -2.1973 1.6161 1.2312
H -4.2516 2.9409 1.4909
H -5.1773 1.4216 0.7180
H -4.5502 3.2128 -0.9656
H -2.7745 3.2362 -0.5094
H -3.7931 -0.7323 0.2525
H 0.8814 -2.1898 1.8197
H 2.5310 -1.6505 1.2229
H 1.8577 -2.1090 -1.2019
H 2.3400 -3.6777 -0.0136
H -1.2350 -4.5408 -0.2881
H 0.4158 -5.1543 0.0924

=====

Q: Which of them is the least stable? A: b.

=====

--- a ---
8
Properties=species:S:1:pos:R:3 method="wB97M-V/def2-TZVPD" homo_energy_ev=-9.419 orbital_gap_ev=7.650 charge=0
C -0.5831 1.1816 0.1406
O -0.3214 -1.6000 0.9404
S 1.1265 0.6910 -0.2416
S 1.1784 -1.3356 0.2591
I 1.1147 -2.8881 -1.8051
H -0.4025 2.0229 0.7567
H -1.1782 0.5119 0.7732
H -0.9344 1.4163 -0.8234

=====

--- b ---
8
Properties=species:S:1:pos:R:3 method="wB97M-V/def2-TZVPD" homo_energy_ev="-8.969 / -8.988" orbital_gap_ev="6.700 / 6.934" charge=0
C -0.8826 0.9661 0.1865
O 1.7771 -0.8094 -0.2964
S -0.8349 -0.4057 1.2888
S 1.6195 -1.1210 1.1856
I 0.7621 -2.1235 -1.9246
H -0.0882 1.6929 0.4092
H -1.8603 1.3614 -0.1356
H -0.4927 0.4391 -0.7135

=====

Q: Which of them is the least stable? A: b.

=====

--- a ---
8
Properties=species:S:1:pos:R:3 method="wB97M-V/def2-TZVPD" homo_energy_ev=-8.908 orbital_gap_ev=8.227 charge=0
C 0.9459 -0.9392 -0.2621
O -0.4243 -0.5883 -0.0988
S -1.0601 0.5355 -1.0972
S -0.7845 2.2184 0.4096
I -2.5990 1.8505 1.8435
H 1.6528 -0.1488 -0.2635
H 1.1138 -1.5167 -1.2105
H 1.1554 -1.4115 0.6789

=====

--- b ---
8
Properties=species:S:1:pos:R:3 method="wB97M-V/def2-TZVPD" homo_energy_ev=-9.682 orbital_gap_ev=8.842 charge=0
C 0.4318 0.7107 -0.4274
O -0.3301 -1.8288 -0.5461
S -2.4736 -0.0450 0.2681
S -0.6587 -0.6397 0.1828
I 2.3834 0.2081 0.1912
H 0.3726 0.7413 -1.5120
H 0.1199 1.6458 0.0268
H 0.1547 -0.7924 1.8165

=====

Q: Which of them is the least stable? A: b.

=====

--- a ---
16
Properties=species:S:1:pos:R:3 method="wB97M-V/def2-TZVPD" homo_energy_ev=-9.051 orbital_gap_ev=9.888 charge=0
O 1.8164 1.4804 -2.1687
C 1.1603 1.3931 -1.1620
N 1.3099 2.2777 -0.1081
C 0.2132 0.2888 -0.8113
N 0.2180 -0.2201 0.5683
C -0.8891 -1.0402 1.0172
N -1.2493 -2.1369 0.1199
H 2.2441 2.6480 -0.0722
H 0.7928 2.0414 0.7219
H -0.0878 -0.5421 -1.4433
H -0.7573 0.8602 -0.7708
H 1.1225 -0.4994 0.9115
H -1.6842 -0.2849 1.1025
H -0.6741 -1.4703 1.9905
H -1.5883 -2.9078 0.6718
H -1.9470 -1.8877 -0.5673

=====

--- b ---
16
Properties=species:S:1:pos:R:3 method="wB97M-V/def2-TZVPD" homo_energy_ev=-9.061 orbital_gap_ev=9.693 charge=0
C 1.4120 0.6130 -0.0173
C 2.8917 0.2658 0.2961
C -2.2325 0.1778 -0.6098
N 0.3193 0.3722 0.4670
N -1.7999 -0.8812 0.1912
N -2.0083 -2.0186 -0.3012
O -2.1167 1.4263 0.0282
H 1.3685 1.2419 -0.9939
H 3.4068 -0.2739 -0.5673
H 3.5019 1.1654 0.5758
H 3.0120 -0.5578 1.1663
H -1.5316 0.1628 -1.5196
H -3.3203 -0.0121 -0.8601
H 0.0438 -0.2077 1.3367
H -1.7797 -2.8071 0.3574
H -1.1670 1.3331 0.4504

=====

Q: Which of them is the least stable? A: b.